1.
A 7-piece molecular cluster, C26H52FO22P overall, computed with ωB97M-V with the def2-TZVPD basis set.

Last column: Mulliken charge in e.
Positions of all 102 atoms, in Å:
1 P 2.00676 1.27444 -11.11463  0.8989
2 F 1.31343 2.89977 -9.39508  -0.1202
3 O -4.74513 -3.55294 5.98289  -0.5518
4 O -1.35355 6.57485 2.36026  -0.3488
5 O -3.60650 -2.38370 4.42642  -0.2510
6 O -2.81766 7.57539 3.58725  -0.3675
7 O -2.42959 -7.40584 6.60569  -0.5694
8 O 3.37595 1.54031 -10.31642  -0.0980
9 O -1.24974 0.85816 1.53742  -0.3409
10 O -0.19635 -0.96405 2.36805  -0.5706
11 O 0.17791 -0.16693 0.28961  -0.2356
12 O -5.70622 -2.74722 4.10118  -0.3761
13 O -3.74399 -6.95767 8.38521  -0.3481
14 O -1.75362 5.76581 4.42967  -0.5617
15 O 1.10762 0.62782 -5.65351  -0.5617
16 O -2.46202 -8.68986 8.46759  -0.3854
17 O 2.01862 1.81077 -12.46494  -0.6445
18 O -0.57049 -0.32594 -6.80859  -0.3819
19 O 6.29479 2.50702 -4.79888  -0.5561
20 O 6.26863 0.86241 -6.34349  -0.3132
21 O 1.63723 -0.26189 -11.00140  -0.3959
22 O -0.78579 -0.12411 -4.66907  -0.4266
23 O 0.77745 1.90060 -10.24267  -0.1135
24 O 8.05074 2.06006 -6.15387  -0.3624
25 C 6.82022 1.87528 -5.67734  0.7633
26 C 5.73639 0.96674 -10.33339  -0.8016
27 C -1.05750 1.59876 3.85528  -1.0808
28 C -0.07986 -8.91949 7.95961  -1.0841
29 C -4.69300 -2.95433 4.93815  0.7371
30 C -2.83832 -7.65761 7.71056  0.7651
31 C -0.40949 -0.17087 1.48837  0.7072
32 C -0.43712 1.82803 -3.23827  -1.1485
33 C -3.53868 7.72737 4.82042  -0.1774
34 C 4.48289 0.88256 -10.83614  0.0759
35 C -0.33717 5.58139 2.21323  -0.3768
36 C -7.61941 -2.43294 5.59480  -1.1141
37 C 1.18069 -1.17550 0.12851  -0.6450
38 C -6.97323 -3.27944 4.51958  -0.1404
39 C 0.18648 -0.09161 -8.00270  -0.6046
40 C 0.02422 0.10429 -5.69718  0.7309
41 C 9.33286 2.68792 -4.16636  -1.0975
42 C -1.45871 -9.54011 7.89372  -0.1856
43 C -1.95273 1.01964 2.78077  -0.1308
44 C -2.44227 -2.47020 5.25491  -0.5296
45 C -2.68303 8.33931 5.90817  -1.0821
46 C -1.95865 6.56003 3.54788  0.7910
47 C 8.80455 3.10626 -5.52130  -0.1940
48 C -4.19208 -5.76920 7.71601  -0.5816
49 C -0.30465 0.32864 -3.39258  0.0439
50 C 4.97050 0.47304 -5.89541  -0.7203
51 H -1.73296 -9.79765 6.87090  0.3076
52 H -6.85107 -4.31331 4.84187  0.2814
53 H 4.61035 -0.27085 -6.60009  0.2229
54 H 0.72410 0.00100 -3.24188  0.1493
55 H -4.55692 -5.99250 6.71900  0.3155
56 H -0.00382 5.61810 1.18063  0.2492
57 H -1.61244 -2.07657 4.67345  0.0611
58 H -8.61445 -2.81341 5.82501  0.3688
59 H -0.60838 2.53160 3.51385  0.2445
60 H -5.00145 -5.36418 8.31503  0.2561
61 H -0.92607 -0.16875 -2.65065  0.3174
62 H 1.48224 -1.15062 -0.91472  0.1378
63 H -3.28284 8.52195 6.79965  0.3497
64 H -2.76800 1.71014 2.57468  0.3261
65 H 8.51768 2.50539 -3.46819  0.3126
66 H 1.17350 -0.54724 -7.94877  0.2895
67 H 2.25158 -0.82010 -11.49411  0.3509
68 H 0.16313 -8.64374 8.98655  0.2908
69 H -7.70599 -1.39797 5.26187  0.3115
70 H -4.37092 8.38615 4.58095  0.2909
71 H -1.46731 2.13676 -3.41940  0.3162
72 H 9.63013 3.30953 -6.20054  0.2889
73 H -7.02753 -2.44111 6.50865  0.2916
74 H 0.19692 2.35308 -3.95124  0.3117
75 H 4.27765 0.27705 -11.71855  0.2793
76 H -2.25778 9.28475 5.56941  0.2906
77 H -2.22700 -3.49958 5.53335  0.2894
78 H -0.24582 0.91622 4.10335  0.3395
79 H 5.04065 0.02610 -4.90482  0.3412
80 H -7.58832 -3.28161 3.62210  0.2954
81 H 0.78838 -2.16215 0.36330  0.3372
82 H 6.46951 1.37166 -11.02468  0.2399
83 H 0.66811 -9.62502 7.59766  0.3510
84 H -0.14857 2.12675 -2.23063  0.3535
85 H 0.50375 5.80579 2.86783  0.3017
86 H 9.91234 1.76788 -4.25254  0.2929
87 H -1.62873 1.79646 4.76196  0.3756
88 H -1.85956 7.67948 6.17621  0.3123
89 H -2.57349 -1.86143 6.14884  0.3308
90 H -0.02746 -8.01877 7.35031  0.3104
91 H 2.03974 -0.95486 0.75966  0.3105
92 H 8.19820 4.00912 -5.45370  0.3165
93 H -3.38650 -5.04227 7.66119  0.2731
94 H -0.37638 -0.54645 -8.81233  0.2879
95 H -1.48868 -10.45240 8.48651  0.2884
96 H 4.28073 1.31331 -5.87673  0.3490
97 H -0.72756 4.59086 2.43392  0.0104
98 H 6.07236 0.62429 -9.36319  0.2984
99 H 0.26811 0.97478 -8.17540  0.3352
100 H -3.95141 6.76676 5.12771  0.3049
101 H 9.97138 3.46930 -3.75446  0.3581
102 H -2.39446 0.07315 3.09314  0.2473

The multiplicity is 1. Its largest force on an atom is 2.1 eV/A. As for the relative energy (zero: lowest compared OMol25 entry of this formula, charge and spin): 0.0 kJ/mol. For the electronic energy, the calculation gives -84854.199 eV. The value obtained for the highest occupied orbital energy is -0.3282 hartree. As for the SMILES: C=CO[P@@](=O)(O)OF.CCOC(=O)OC.CCOC(=O)OC.CCOC(=O)OC.CCOC(=O)OC.CCOC(=O)OC.CCOC(=O)OC.

2.
A 12-piece molecular cluster, C48H127N7O17 overall, computed with ωB97M-V with the def2-TZVPD basis set.

Last column: Mulliken charge in e.
Positions of all 199 atoms, in Å:
1 O -26.86859 16.57819 12.53800  -0.2740
2 O -17.10065 17.08845 19.24380  -0.3368
3 O -22.17161 8.39628 21.19497  -0.4121
4 O -23.76116 17.70351 8.64582  -0.4773
5 O -19.97962 15.86741 15.15220  1.4972
6 O -24.10386 18.52260 14.61408  -0.7530
7 O -19.16866 17.19244 12.82278  -0.6815
8 O -26.26668 12.57594 13.99257  -0.1205
9 O -15.17666 12.71426 14.33982  -0.3964
10 O -23.76843 6.41569 13.13803  -0.3000
11 O -22.88198 10.48501 15.25627  1.0133
12 O -22.54170 11.30265 9.72690  -0.4008
13 O -18.95211 14.33436 7.65046  -0.2286
14 O -22.59770 13.65223 18.32606  -0.5332
15 O -19.37318 11.04906 10.30432  -0.0179
16 O -18.71801 10.62090 15.86754  -0.0192
17 O -20.60592 13.53254 13.74678  1.5814
18 N -25.35144 14.84321 16.21726  -0.4498
19 N -17.15350 12.90849 9.85739  0.0759
20 N -21.80616 8.70823 13.52220  0.3451
21 N -19.74762 9.27254 18.51804  0.0520
22 N -22.89329 12.17004 12.71812  0.7834
23 N -14.76307 15.30336 16.91815  -0.2793
24 N -24.47050 17.63259 11.74792  0.9902
25 C -21.56377 10.08726 15.45668  0.0562
26 C -22.84362 13.05475 8.12851  -0.6149
27 C -21.81941 19.00520 13.91119  -1.1651
28 C -17.27589 11.57497 9.20898  -0.7453
29 C -23.97477 12.81013 13.38021  2.4069
30 C -21.54331 13.04991 17.58087  2.6854
31 C -21.32238 8.69367 14.88775  -1.6498
32 C -27.42345 11.81279 14.33973  -0.9860
33 C -16.84593 14.07669 8.98907  -0.5298
34 C -27.56899 16.37029 13.84365  -0.6337
35 C -23.94488 16.12777 17.72274  -1.8515
36 C -16.09172 15.77830 17.40682  0.5878
37 C -17.80988 16.85996 12.69475  1.0742
38 C -17.95601 16.17707 20.00482  -0.5236
39 C -18.55104 10.12435 18.36062  -1.0331
40 C -23.87012 9.85439 16.09524  -1.0196
41 C -22.68612 9.63737 21.61719  -0.5957
42 C -15.33595 12.57188 12.90104  -0.5672
43 C -21.95134 11.96528 8.65562  0.3369
44 C -24.21768 14.16643 12.66384  -1.3519
45 C -25.68958 17.89370 11.04767  -0.4047
46 C -24.57775 17.04978 7.68899  -0.6687
47 C -18.02138 10.67363 10.21815  -0.8574
48 C -20.40256 14.21278 11.37950  0.7772
49 C -23.14460 16.89557 9.66243  0.7520
50 C -23.24078 17.75011 10.92481  -0.9363
51 C -19.55963 17.42094 16.88510  -1.5107
52 C -19.92479 16.03774 16.53295  1.4865
53 C -21.47030 8.41406 19.91844  -0.5392
54 C -15.25266 13.99806 14.88105  0.2012
55 C -19.71101 13.68221 12.66002  1.0034
56 C -20.07516 10.21758 11.19854  -0.5485
57 C -14.80807 13.95596 16.28727  -0.7988
58 C -25.25041 11.90394 13.21808  -1.1360
59 C -18.43804 11.97902 15.78930  -0.3576
60 C -22.28648 6.26161 13.35797  -0.7226
61 C -23.85913 13.65135 17.74298  -0.9333
62 C -22.78000 18.11024 14.73921  0.4612
63 C -15.87442 16.50499 18.74195  -0.8679
64 C -21.56118 7.47759 12.76460  -0.9822
65 C -20.39678 9.46153 19.82008  -0.4603
66 C -26.79327 17.93704 12.08043  -0.7918
67 C -17.12655 18.04299 11.96291  -1.7117
68 C -19.36005 15.66574 7.75971  -0.5918
69 C -24.43616 5.28203 13.67078  -0.8582
70 C -17.93330 10.00463 16.87090  -0.8104
71 C -17.52709 14.15683 7.62065  -0.9464
72 C -24.03728 14.84885 16.80925  2.1147
73 H -15.49600 13.26327 16.80346  0.1648
74 H -24.53257 13.94028 18.55562  0.5457
75 H -17.35807 18.87781 12.57508  0.4973
76 H -17.71140 9.88390 19.05789  0.5005
77 H -23.94091 16.46347 6.95948  0.2327
78 H -20.39267 15.04236 14.92167  -0.8255
79 H -19.71487 14.40030 10.55791  -0.1261
80 H -23.84587 17.03617 17.10041  0.2469
81 H -18.71758 16.84277 20.37643  0.2479
82 H -16.63889 16.46134 16.77462  -0.0418
83 H -22.37903 17.51288 11.59384  -0.2605
84 H -21.00697 12.38910 9.05207  -0.3826
85 H -25.50973 14.25276 15.42076  -0.1716
86 H -23.87325 12.64895 7.86267  0.3049
87 H -19.23481 12.70773 12.51911  0.0834
88 H -25.15426 17.79310 7.14552  0.2689
89 H -22.72146 11.19885 13.07340  -0.4289
90 H -24.34594 5.14027 14.73736  0.3381
91 H -21.96135 5.37369 12.79187  0.5524
92 H -19.67336 9.23082 11.20409  0.7538
93 H -15.69743 11.54104 12.73147  0.2404
94 H -21.01991 10.89639 14.98570  -0.6578
95 H -20.69521 13.75605 17.38738  -1.2485
96 H -23.02422 13.79400 8.91132  -0.2717
97 H -24.99474 14.77141 13.18366  0.0398
98 H -24.78197 10.46701 15.94376  0.1351
99 H -25.53611 18.86194 10.62722  0.6223
100 H -28.04125 12.48104 14.99515  0.2595
101 H -18.78749 16.33939 7.11110  0.4590
102 H -20.44203 15.77976 7.40299  0.0311
103 H -27.00869 16.91684 14.60686  0.2236
104 H -27.73725 18.30082 11.66351  0.4769
105 H -22.08814 6.15210 14.43058  0.3649
106 H -23.32274 10.18068 20.88340  0.2124
107 H -20.78622 15.20479 11.72409  -0.2572
108 H -22.17866 8.50843 19.11944  0.2634
109 H -17.64595 10.71785 11.23691  0.3949
110 H -18.45436 15.39749 19.37833  0.1158
111 H -23.24898 9.49572 22.48129  0.3111
112 H -21.15534 10.20621 10.95494  -0.2587
113 H -24.06655 8.84980 15.77801  0.2871
114 H -17.34820 15.68594 20.82037  0.3369
115 H -21.00991 7.42855 19.87964  0.3535
116 H -17.79075 11.57883 8.29566  0.3873
117 H -28.56321 16.75175 13.85981  0.4278
118 H -17.93782 9.65088 9.87124  0.4923
119 H -20.23441 8.60618 14.85733  0.6571
120 H -21.87599 10.35240 21.84031  0.2562
121 H -27.57239 15.34140 14.05839  0.0478
122 H -19.27219 16.06529 8.74649  0.2099
123 H -24.18497 12.71514 17.21742  -0.0125
124 H -16.93582 10.44271 16.85798  0.3942
125 H -20.42927 18.08627 16.69314  0.2244
126 H -21.49394 13.12847 13.41727  -0.9997
127 H -27.99737 11.47509 13.48821  0.3528
128 H -19.19206 15.36895 16.95761  -0.1749
129 H -15.43172 15.82359 19.52665  0.3086
130 H -22.98122 10.50712 9.41233  0.1922
131 H -22.38608 19.31833 13.06237  0.5001
132 H -16.05396 13.29309 12.46576  0.1521
133 H -25.32721 16.34100 8.14867  0.2514
134 H -16.80246 14.96286 17.63955  -0.0977
135 H -18.65410 17.69720 16.35329  0.2468
136 H -18.09474 12.96471 10.23094  -0.2776
137 H -24.51131 16.63201 12.00499  -0.5947
138 H -20.89857 15.81025 16.94523  -0.5284
139 H -16.27100 14.38554 14.74915  -0.0841
140 H -18.83046 11.13105 18.63832  0.4441
141 H -17.69035 18.20897 10.99583  0.2553
142 H -23.69617 15.95076 9.89514  -0.1035
143 H -15.77994 14.10206 8.80716  0.5089
144 H -25.55759 5.40692 13.63082  0.2542
145 H -20.99845 18.43173 13.59563  0.1177
146 H -18.98515 14.45809 12.94880  -0.6381
147 H -21.29981 10.03432 16.48128  0.2549
148 H -19.46245 8.30493 18.45808  0.2559
149 H -20.81907 10.46414 19.93027  0.1763
150 H -18.80604 12.56815 16.67963  -0.2145
151 H -21.22127 13.56096 10.99837  -0.8839
152 H -21.69613 11.16330 7.88389  0.4646
153 H -14.31813 15.96283 16.28048  0.3175
154 H -17.06122 15.04995 7.12680  0.4494
155 H -13.80496 13.48192 16.32213  0.3085
156 H -17.66742 15.91091 12.13538  -0.1954
157 H -22.82166 8.80451 13.54354  0.0722
158 H -23.08667 16.04880 18.35936  0.4274
159 H -26.47244 18.63582 12.90020  0.2863
160 H -23.80621 12.86080 14.45913  -0.6916
161 H -23.01675 12.25980 11.68055  -0.5334
162 H -20.49998 7.29074 12.84407  0.5039
163 H -17.03791 14.94330 9.60337  0.0997
164 H -22.64812 17.06928 14.43706  -0.2026
165 H -27.18553 10.90423 14.93495  0.2949
166 H -24.54105 13.97934 11.63077  0.3669
167 H -15.22401 17.35997 18.64237  0.2668
168 H -22.11296 16.60885 9.44043  0.2154
169 H -23.61995 9.85354 17.14995  0.1164
170 H -19.38468 17.46373 17.96731  0.2601
171 H -24.79248 16.18055 18.41934  0.4623
172 H -17.86269 8.94623 16.67931  0.5316
173 H -21.75362 7.95836 15.54985  0.3302
174 H -21.78356 7.64482 11.71581  0.3822
175 H -19.56319 16.78636 13.61746  -0.0148
176 H -24.37488 18.42359 13.67939  0.2830
177 H -18.85958 12.41320 14.86766  -0.4534
178 H -25.61375 11.78586 12.18828  0.3860
179 H -24.06374 4.40186 13.22893  0.3476
180 H -23.20788 14.91759 16.02513  -0.6714
181 H -21.42168 19.88985 14.40062  0.2312
182 H -21.18571 12.08424 18.03103  -0.4688
183 H -14.35981 12.73123 12.33085  0.3255
184 H -17.37866 12.12048 15.73139  0.5070
185 H -23.26289 14.67226 12.57846  0.2984
186 H -16.08890 18.00550 11.81706  0.4282
187 H -22.38707 13.52417 7.24696  0.3727
188 H -19.65211 9.37114 20.61567  0.3406
189 H -14.46871 14.62369 14.31766  0.4794
190 H -25.03583 10.90182 13.69300  0.0658
191 H -21.92655 12.78524 16.55210  -0.7062
192 H -22.64747 18.17893 15.79178  0.5077
193 H -23.03121 18.78334 10.55404  0.5539
194 H -17.39210 16.73307 13.67364  -0.2110
195 H -25.65018 15.75660 16.01242  0.2612
196 H -17.33152 13.28494 7.06286  0.5123
197 H -16.26970 11.10613 9.05892  0.3361
198 H -20.05728 10.60625 12.23867  0.1345
199 H -25.96813 17.21487 10.22021  0.0286

The multiplicity is 1. Its largest force on an atom is 3.2 eV/A. As for the relative energy (zero: lowest compared OMol25 entry of this formula, charge and spin): 87.1 kJ/mol. For the electronic energy, the calculation gives -97063.623 eV. The value obtained for the highest occupied orbital energy is -0.3157 hartree. As for the SMILES: COC[C@H](C)N.COC[C@H](C)N.COCCNCCOC.COCCNCCOC.COCCNCCOC.COCCNCCOC.COCCNCCOC.CCO.CCO.CCO.CCO.CCO.